A 7-piece molecular cluster, C10H37BO11 overall in a non-equilibrium geometry. Source: the OMol25 dataset; level of theory: ωB97M-V with the def2-TZVPD basis set.

The geometry in XYZ format:
```
59
Properties=species:S:1:pos:R:3:forces:R:3:lowdin_charge:R:1
O 3.085131 -0.486846 -1.251154 0.805 -0.350 -0.631 0.247
H 2.892562 -0.733778 -2.179778 -0.315 0.106 0.179 0.179
H 3.761912 0.214177 -1.208261 -0.246 -0.046 0.042 0.180
H 2.244316 -0.235139 -0.716094 -0.659 0.327 0.563 0.063
B 0.902238 0.351737 0.514200 0.049 -0.299 -0.159 -0.360
H 0.946907 -0.712641 0.048078 0.137 -1.401 -0.660 0.008
H -0.127508 0.820212 0.297557 -1.212 0.317 -0.608 0.011
H 1.036081 0.225159 1.652468 0.184 -0.402 1.307 0.037
H 1.715209 1.042618 0.058856 1.058 0.909 -0.584 0.034
C -0.642198 -1.484478 -4.098786 -0.508 -0.477 0.541 -0.240
C -0.859394 -0.912070 -2.705925 -0.388 -0.063 -0.293 -0.244
O 0.176941 -0.003238 -2.430207 0.641 0.388 -0.232 -0.085
O 0.477846 -2.355884 -4.104710 0.473 0.225 -0.574 -0.067
H -0.500057 -0.723867 -4.864770 0.522 0.275 0.312 0.123
H -1.573836 -1.952489 -4.437097 0.083 -0.477 0.233 0.118
H -0.871448 -1.701479 -1.945047 0.023 -0.218 -0.182 0.121
H -1.858630 -0.454387 -2.676211 0.155 0.308 0.029 0.119
H 0.269760 0.140046 -1.480513 -0.523 0.044 0.038 -0.008
H 0.299871 -3.203847 -3.691869 -0.400 0.080 0.079 0.087
C -3.484094 -1.869605 0.600464 -0.514 -0.525 0.601 -0.236
C -2.316472 -1.220132 1.272590 1.318 1.429 -0.565 -0.238
O -1.137099 -2.016144 1.260190 -0.213 -1.033 0.278 -0.079
O -4.108366 -2.753462 1.533700 0.245 -0.174 0.288 -0.064
H -3.149371 -2.443226 -0.266680 0.057 0.131 -0.139 0.116
H -4.177155 -1.085255 0.289945 -0.035 0.010 -0.083 0.120
H -2.543928 -0.839446 2.271208 -0.248 -0.461 0.146 0.130
H -2.056557 -0.313968 0.708420 -0.318 0.030 -0.137 0.104
H -0.343745 -1.477684 1.165851 -0.306 0.273 0.047 0.007
H -5.052665 -2.857787 1.406422 0.008 0.190 -0.359 0.079
C 1.997742 -3.237495 1.951301 -0.456 0.150 0.536 -0.251
C 3.453396 -3.559422 2.284841 -1.148 -1.141 -0.287 -0.232
O 3.936205 -4.597816 1.439027 0.318 0.163 -0.108 -0.072
O 1.144164 -4.369916 2.116296 0.557 -0.380 0.076 -0.070
H 1.882687 -2.890303 0.921348 0.233 0.313 0.017 0.107
H 1.645259 -2.504958 2.684676 0.217 0.520 -0.347 0.122
H 3.469727 -3.930300 3.313960 0.216 0.395 0.156 0.121
H 4.085655 -2.686468 2.146537 0.017 0.029 0.089 0.117
H 3.480943 -5.406205 1.695365 -0.082 0.039 -0.088 0.082
H 0.241167 -4.042580 2.197061 0.009 0.017 -0.111 0.073
C 0.514785 3.411704 2.651309 1.089 1.542 -0.394 -0.226
C 1.992817 3.417657 2.161741 -1.318 -1.890 0.926 -0.210
O 2.528587 2.096199 2.348097 0.414 0.328 -0.250 -0.122
O -0.373942 2.816828 1.711406 0.774 0.096 0.216 -0.094
H 0.308641 4.484090 2.746839 -0.695 -0.124 -0.090 0.115
H 0.426366 2.985918 3.650727 0.084 -0.302 -0.046 0.120
H 2.601538 4.062574 2.789324 -0.017 0.203 -0.113 0.115
H 1.992850 3.732514 1.115198 0.222 0.074 -0.073 0.114
H 1.938503 1.412138 1.972807 0.448 0.669 0.202 -0.020
H 0.092201 2.019105 1.393174 -0.723 0.303 0.075 -0.004
C -1.589609 3.163767 -1.472701 -0.461 0.739 0.483 -0.246
C -2.878304 3.547856 -2.203338 0.515 -1.132 0.051 -0.250
O -2.682912 4.091323 -3.495995 0.254 0.207 0.164 -0.064
O -0.956114 4.304745 -0.904923 0.111 0.158 -0.260 -0.075
H -0.913303 2.653540 -2.163456 -0.068 -0.127 -0.059 0.115
H -1.882132 2.488714 -0.662136 0.091 -0.165 -0.062 0.108
H -3.551763 4.168923 -1.609321 0.196 0.057 0.203 0.121
H -3.334571 2.559911 -2.327461 -0.447 0.241 -0.339 0.111
H -2.056414 4.817133 -3.387587 -0.092 0.022 -0.129 0.086
H -0.520398 4.033719 -0.086947 -0.131 -0.122 0.080 0.048
```
Forces are in eV/Å.

## Properties
* HOMO level: -9.86 eV
* multiplicity: 1
* energy relative to the best compared isomer or geometry (same formula, charge and spin): 28.3 kcal per mole

=====

A 10-piece molecular cluster, C10H37N18O12 overall in a non-equilibrium geometry. Source: the OMol25 dataset; level of theory: ωB97M-V with the def2-TZVPD basis set.

The geometry in XYZ format:
```
77
Properties=species:S:1:pos:R:3:forces:R:3:lowdin_charge:R:1
O -1.014265 -0.620274 -0.179628 -1.871 -1.734 -1.018 0.048
C -0.305765 0.498776 -0.208778 1.374 4.121 -1.086 -0.921
O -0.507695 1.447246 -1.021328 -0.908 -1.559 0.173 -0.104
O 0.576415 0.512596 0.661352 1.677 -0.082 1.550 -0.102
H -0.487355 -1.055064 0.494862 -0.215 -0.613 0.397 0.081
C -8.211455 -2.074934 -2.440158 -0.843 3.737 3.802 -0.844
O -7.833235 -2.639664 -3.355158 2.724 -4.567 -6.328 0.118
N -9.445515 -1.619424 -2.321458 -2.903 0.254 0.044 0.146
N -7.430535 -1.537614 -1.502488 2.055 0.344 2.475 0.153
H -9.759305 -1.293304 -1.418528 -0.625 0.070 -0.808 0.102
H -9.961705 -1.742754 -3.180788 -0.710 0.148 0.756 0.116
H -6.486685 -1.888324 -1.423288 -0.193 0.043 0.131 0.115
H -7.873795 -1.187784 -0.665098 0.517 -0.017 -0.086 0.095
C -4.394535 6.464506 -3.171068 -1.031 -0.866 -0.412 -0.872
O -5.058745 7.269416 -3.699858 -2.997 3.351 -2.617 0.087
N -4.318745 5.198106 -3.449698 -0.399 -4.907 -3.376 0.154
N -3.757185 6.618526 -2.086908 4.014 2.229 5.769 0.156
H -3.540885 4.664096 -3.089328 -0.574 -0.368 -0.419 0.112
H -4.815925 4.881306 -4.269798 0.518 -0.165 -0.022 0.119
H -4.058625 7.312396 -1.417758 0.682 -0.128 -0.173 0.130
H -3.096035 5.875916 -1.909368 -0.181 0.797 1.280 0.114
C 4.232435 -3.353524 -3.461518 4.770 2.213 -3.394 -0.817
O 4.687065 -3.496384 -4.572098 0.583 -0.059 -1.915 0.035
N 4.731635 -2.428604 -2.633798 0.117 2.143 1.947 0.153
N 3.462745 -4.180344 -2.921368 -5.627 -4.359 3.997 0.170
H 4.218655 -2.289364 -1.774978 0.352 0.310 -0.008 0.096
H 5.250095 -1.633024 -2.977838 -0.353 -0.291 -0.241 0.111
H 2.834905 -3.811684 -2.221358 0.029 -0.542 0.145 0.119
H 3.287475 -5.128434 -3.222218 0.080 0.628 -0.531 0.133
C -1.804825 -1.554454 6.036312 -0.080 -1.775 0.358 -0.805
O -1.412455 -2.161264 5.084622 0.624 -1.397 -2.357 0.046
N -1.618415 -0.274794 6.163572 0.786 3.956 -0.138 0.164
N -2.430145 -2.160674 7.048282 -0.986 -0.365 1.515 0.149
H -1.173095 0.125916 5.350412 -0.026 0.312 0.335 0.126
H -1.824015 0.303086 6.965992 -0.056 -0.283 -0.347 0.111
H -2.442495 -1.635974 7.911212 -0.337 -0.848 0.134 0.098
H -2.508985 -3.164794 6.973312 0.087 0.341 0.470 0.112
C 5.868655 -3.750144 3.949812 3.324 -1.466 4.051 -0.875
O 6.649675 -4.192414 4.785622 0.245 -0.352 1.050 0.017
N 5.936335 -4.052624 2.745712 0.784 -2.777 -7.936 0.175
N 4.982345 -2.879404 4.176382 -4.686 5.182 3.640 0.173
H 5.405835 -3.517604 2.073092 0.410 -0.565 -0.214 0.124
H 6.588075 -4.779514 2.486942 -0.228 0.332 -0.316 0.135
H 4.218055 -2.543694 3.607822 0.420 -0.392 -0.126 0.126
H 5.004375 -2.529604 5.123612 -0.298 0.060 -0.163 0.126
C -2.417805 0.036786 -7.480068 1.902 -2.402 -2.482 -0.763
O -2.212265 -0.615334 -8.511988 -0.681 0.861 0.209 0.002
N -3.405855 -0.118664 -6.646578 -3.179 -0.537 1.434 0.155
N -1.537945 0.862356 -6.960008 2.993 2.546 0.587 0.146
H -4.142895 -0.755954 -6.912528 0.171 0.087 0.604 0.123
H -3.170785 0.163376 -5.705688 -1.106 -0.543 -0.007 0.112
H -0.621055 0.945176 -7.375418 -0.323 -0.082 0.088 0.118
H -1.669895 1.251846 -6.037518 0.243 0.050 -0.375 0.107
C 1.469965 5.934286 3.770252 0.595 -2.294 -0.883 -0.830
O 1.643085 6.840256 4.493432 -0.047 4.173 2.299 0.079
N 1.632305 4.690786 4.154562 0.552 -4.057 2.673 0.140
N 1.215225 5.902686 2.487882 -1.145 1.996 -4.341 0.158
H 1.786995 4.545816 5.142062 0.167 -0.156 -0.353 0.112
H 1.785275 3.926026 3.512802 -0.162 0.156 0.362 0.110
H 1.026725 5.046236 1.986812 -0.109 0.342 0.200 0.115
H 0.993715 6.772266 2.024352 0.111 -0.260 -0.020 0.115
C 7.318035 5.570216 0.000442 4.153 1.964 0.406 -0.788
O 8.403865 6.070526 0.325792 -0.516 0.218 -1.119 0.009
N 6.777285 4.679446 0.735312 -2.838 -5.285 4.687 0.145
N 6.617375 5.764626 -1.079938 -1.482 1.931 -3.952 0.163
H 7.317705 4.037756 1.297712 0.268 0.783 0.084 0.123
H 5.792925 4.460236 0.790782 0.156 0.252 -0.550 0.116
H 6.954015 6.408466 -1.781538 -0.107 -0.030 0.271 0.117
H 5.882665 5.132856 -1.364828 0.346 0.160 0.173 0.115
C -1.087295 -7.618834 1.239552 -1.378 -0.060 0.662 -0.790
O -1.295345 -8.719904 0.801762 -0.201 -1.583 -0.734 0.040
N -2.015095 -6.876734 1.846032 -1.472 0.559 0.575 0.153
N 0.079875 -7.020334 1.203282 2.997 0.339 -0.842 0.153
H -1.703155 -6.004434 2.248372 -0.858 -0.253 0.257 0.103
H -2.833045 -7.403854 2.116592 -0.012 0.718 0.175 0.114
H 0.297995 -6.206684 1.760512 0.269 -0.447 -0.251 0.110
H 0.755045 -7.695744 0.874542 0.652 0.763 0.173 0.117
```
Forces are in eV/Å.

## Properties
* net charge: -1
* HOMO level: -5.04 eV
* multiplicity: 1
* energy relative to the best compared isomer or geometry (same formula, charge and spin): 176.8 kcal per mole

=====

Number 1: E_LUMO -0.89 eV, gap between HOMO and LUMO 8.972 eV. Number 2: E_LUMO 1.37 eV, gap between HOMO and LUMO 6.413 eV.